Record 1
72
Properties=species:S:1:pos:R:3:forces:R:3:mulliken_charge:R:1 method="wB97M-V/def2-TZVPD" e_lumo_ha="-0.0940 / -0.1048" gap_ev="7.849 / 7.521" charge=+1 e_homo_ev="-10.41 / -10.37" e_above_lowest_kcal_mol=19.4 energy_ha=-3049.61727 multiplicity=3
Ni -0.457 0.071 -0.196 -1.1 -0.7 -0.3 0.47
C -3.072 -1.740 -3.424 0.0 0.0 0.0 -1.72
C -2.322 -1.350 -2.193 -0.2 -0.2 0.1 0.37
N -1.349 -0.526 -2.178 0.4 0.2 0.2 0.41
O -1.013 0.004 -3.413 0.0 0.1 -0.1 -0.73
C -2.665 -1.930 -0.894 -0.1 -0.2 0.1 0.33
C -3.780 -2.909 -0.690 0.1 0.1 -0.1 -1.66
N -1.909 -1.562 0.094 0.2 0.3 0.1 0.72
O -2.131 -2.046 1.269 0.2 0.1 0.0 -0.93
H -2.578 -1.370 -4.315 0.0 0.0 0.0 0.41
H -4.082 -1.326 -3.386 0.0 0.0 0.0 0.35
H -3.164 -2.825 -3.479 0.0 0.0 0.0 0.40
H -0.098 0.253 -3.229 0.3 0.2 0.0 0.43
H -4.559 -2.799 -1.443 0.0 0.0 0.0 0.40
H -4.205 -2.756 0.300 0.0 0.0 0.0 0.43
H -3.410 -3.938 -0.722 0.0 0.0 0.0 0.32
N -0.299 -0.268 1.945 0.8 0.0 -0.6 -0.36
C -0.720 0.552 3.099 -0.1 0.3 0.0 -0.65
C 0.256 1.615 3.609 0.1 -0.1 -0.2 -0.96
C 0.429 2.898 2.771 0.0 -0.2 -0.1 0.19
C 1.672 3.014 1.891 0.1 -0.1 0.0 -1.19
N 1.758 2.069 0.757 -0.3 0.2 0.4 -0.39
H -0.944 -1.098 1.887 -0.1 0.2 0.1 0.38
H 0.613 -0.661 2.162 0.1 0.0 0.1 0.25
H -0.931 -0.122 3.932 -0.1 0.0 0.0 0.51
H -1.666 1.039 2.843 0.0 -0.1 0.0 0.25
H 1.233 1.159 3.811 0.0 0.0 0.0 0.31
H -0.145 1.910 4.581 0.1 0.0 0.0 0.39
H 0.497 3.747 3.453 -0.1 0.0 0.0 0.42
H -0.474 3.054 2.176 0.0 0.1 0.0 -0.26
H 2.549 2.929 2.538 0.1 0.1 0.0 0.46
H 1.689 4.023 1.474 0.0 0.0 0.0 0.48
H 2.229 1.227 1.063 0.0 -0.2 0.0 0.29
H 2.358 2.468 0.046 0.0 0.0 -0.1 0.16
N -0.315 5.492 -0.485 -0.1 0.1 0.1 -0.16
C -1.609 5.343 -0.084 0.0 0.0 -0.1 0.21
O -2.338 6.285 0.138 0.1 -0.1 0.0 -0.65
C -2.121 3.935 0.067 0.0 0.0 0.0 0.39
C -3.454 3.752 0.412 -0.1 0.1 0.0 -0.93
C -3.942 2.466 0.556 0.0 0.1 0.0 -0.87
C -3.091 1.396 0.339 -0.1 -0.1 0.0 -0.46
N -1.807 1.566 0.012 0.2 0.4 0.1 0.78
C -1.334 2.814 -0.099 -0.1 0.0 -0.1 0.32
H 0.027 6.434 -0.573 0.0 0.0 0.0 0.25
H 0.278 4.733 -0.762 0.0 -0.1 0.0 0.03
H -4.076 4.627 0.558 0.0 0.0 0.0 0.52
H -4.972 2.285 0.831 0.0 0.0 0.0 0.50
H -3.436 0.373 0.427 0.1 0.0 0.0 0.42
H -0.276 2.882 -0.307 0.0 -0.1 0.0 0.18
C 2.342 4.148 -3.782 0.0 -0.1 0.1 -0.58
C 0.882 3.770 -3.677 0.0 -0.1 0.1 -0.77
N 0.746 2.738 -2.644 0.1 0.0 0.0 0.13
C 1.649 1.701 -2.507 -0.1 -0.1 0.1 -0.13
N 1.274 0.665 -1.796 -0.1 0.0 0.0 -0.05
C 2.221 -0.452 -1.652 -0.1 0.1 0.0 -0.87
C 3.665 0.002 -1.724 0.0 0.0 0.0 -0.57
C 3.838 0.761 -3.021 -0.1 0.0 0.0 -0.73
N 2.868 1.855 -3.086 0.1 0.0 0.0 0.16
C 3.124 2.890 -4.093 0.0 0.0 0.1 -0.61
H 2.685 4.566 -2.832 0.0 0.1 0.0 0.24
H 2.492 4.892 -4.562 0.0 0.0 0.0 0.38
H 0.520 3.412 -4.645 0.0 0.0 0.0 0.34
H 0.267 4.621 -3.387 0.0 0.0 0.0 0.43
H -0.199 2.434 -2.471 -0.1 -0.1 0.0 0.30
H 2.034 -1.199 -2.430 0.0 0.0 0.0 0.32
H 2.024 -0.952 -0.697 0.0 0.0 0.0 0.22
H 4.345 -0.848 -1.683 0.0 0.0 0.0 0.41
H 3.896 0.664 -0.885 0.0 0.0 0.0 0.16
H 3.702 0.085 -3.871 0.0 0.0 -0.1 0.28
H 4.833 1.193 -3.098 0.0 0.1 0.0 0.44
H 2.857 2.521 -5.088 0.0 0.0 0.0 0.28
H 4.194 3.090 -4.094 0.1 0.0 0.0 0.41

Record 2
64
Properties=species:S:1:pos:R:3:forces:R:3:mulliken_charge:R:1 method="wB97M-V/def2-TZVPD" e_lumo_ha=0.0310 gap_ev=8.915 e_homo_ev=-8.07 smiles=Cc1ccc(C(C)C)c(OC[C@@H](COCCCCCN)OCP(C)C)c1 energy_ha=-1444.73756 multiplicity=1
C 1.984 5.061 0.447 -0.2 0.1 0.3 -1.56
C 0.967 4.403 -0.436 -0.2 -0.5 -0.4 0.48
C 0.133 5.141 -1.280 -0.2 -0.4 -0.1 -0.87
C -0.835 4.506 -2.057 0.5 -0.2 0.5 -0.95
C -1.014 3.111 -2.046 0.2 0.5 -0.1 0.21
C -2.140 2.549 -2.892 -0.1 0.0 0.2 0.85
C -3.439 2.585 -2.082 0.0 0.3 -0.1 -1.44
C -1.900 1.189 -3.520 0.1 -0.3 0.0 -1.87
C -0.166 2.383 -1.215 0.2 0.1 0.2 0.28
O -0.284 1.007 -1.103 -0.1 0.3 0.0 -0.40
C 0.771 0.277 -1.701 0.6 -0.4 0.0 0.16
C 1.132 -0.999 -0.908 -0.2 0.0 -0.4 0.27
C 0.406 -1.058 0.405 0.1 -0.7 0.3 -1.11
O 0.884 -2.167 1.150 0.1 0.2 0.0 -0.34
C 0.071 -2.442 2.282 0.3 0.2 -0.1 -0.81
C 0.914 -2.865 3.485 -0.9 -0.1 0.3 -0.40
C 0.371 -2.239 4.780 0.1 -0.3 -0.2 -0.66
C 0.649 -3.077 6.023 -0.4 0.7 0.1 -0.58
C -0.184 -2.623 7.224 0.2 0.5 0.3 -0.71
N -0.289 -1.147 7.332 -0.1 -0.3 0.1 -0.52
O 0.768 -2.151 -1.654 0.1 0.1 0.2 -0.34
C 1.669 -2.475 -2.699 -0.5 0.0 0.0 -0.73
P 0.788 -2.911 -4.287 0.3 -0.8 -0.7 0.03
C 1.047 -1.476 -5.407 -0.4 0.4 0.3 -0.78
C -0.984 -2.766 -3.838 0.3 0.4 0.1 -0.75
C 0.802 3.015 -0.424 -0.3 0.5 -0.3 0.22
H 1.478 5.520 1.296 0.0 0.1 0.1 0.32
H 2.535 5.847 -0.060 0.1 0.1 -0.1 0.38
H 2.684 4.343 0.860 0.1 -0.1 -0.1 0.34
H 0.234 6.216 -1.337 0.0 0.1 0.0 0.40
H -1.478 5.105 -2.685 -0.1 0.1 -0.1 0.41
H -2.264 3.253 -3.714 0.0 0.1 -0.1 0.46
H -4.242 2.063 -2.596 -0.1 -0.2 0.0 0.40
H -3.302 2.180 -1.084 0.0 -0.2 0.1 0.32
H -3.761 3.618 -1.970 0.0 0.1 0.1 0.41
H -2.693 0.944 -4.222 -0.1 0.1 -0.1 0.50
H -1.878 0.389 -2.787 0.0 0.0 0.2 0.19
H -0.963 1.166 -4.073 0.2 0.0 -0.1 0.33
H 1.661 0.897 -1.811 0.0 0.2 0.1 0.45
H 0.482 -0.044 -2.703 -0.1 0.0 -0.1 -0.41
H 2.209 -1.036 -0.741 0.2 0.1 0.2 0.32
H -0.658 -1.182 0.195 -0.2 0.1 0.0 0.41
H 0.569 -0.152 0.986 -0.1 0.3 0.0 0.58
H -0.505 -1.555 2.552 0.0 0.2 0.0 0.45
H -0.653 -3.213 2.012 -0.1 -0.1 0.0 0.26
H 0.826 -3.945 3.595 0.4 -0.2 -0.1 0.34
H 1.947 -2.583 3.319 0.2 -0.1 -0.1 0.32
H 0.778 -1.239 4.889 0.0 0.2 0.1 0.22
H -0.710 -2.113 4.698 -0.2 0.0 -0.1 0.42
H 0.372 -4.108 5.813 0.3 -0.3 0.0 0.30
H 1.703 -2.997 6.282 0.2 -0.3 0.0 0.27
H 0.262 -3.008 8.142 0.0 -0.3 0.0 0.38
H -1.187 -3.040 7.176 -0.1 0.0 -0.2 0.39
H 0.334 -0.818 8.058 0.1 0.1 -0.1 0.22
H -1.216 -0.905 7.654 -0.1 0.1 -0.1 0.19
H 2.227 -3.365 -2.417 0.1 -0.1 0.1 0.40
H 2.398 -1.681 -2.877 0.0 0.1 -0.1 0.43
H 2.087 -1.168 -5.423 0.2 0.0 0.1 0.31
H 0.780 -1.777 -6.415 0.0 -0.1 -0.2 0.40
H 0.421 -0.619 -5.151 0.1 0.1 0.1 0.06
H -1.294 -3.708 -3.405 -0.2 -0.1 0.2 0.34
H -1.149 -1.950 -3.139 -0.1 0.0 0.1 0.07
H -1.576 -2.580 -4.730 0.0 -0.1 -0.2 0.37
H 1.419 2.414 0.229 0.1 -0.2 0.0 0.39

Record 3
72
Properties=species:S:1:pos:R:3:forces:R:3:mulliken_charge:R:1 method="wB97M-V/def2-TZVPD" e_lumo_ha=0.0786 gap_ev=6.053 charge=-1 e_homo_ev=-3.91 energy_ha=-1988.72091 multiplicity=1
C -1.170 -5.800 0.119 -0.6 1.0 0.5 -0.53
C -2.353 -5.460 -0.882 1.4 -0.3 -0.2 -0.60
C -2.165 -4.032 -1.526 -1.2 -0.1 -0.1 -0.51
C -3.016 -2.884 -0.853 0.5 0.1 -1.1 -0.62
C -2.544 -1.489 -1.487 -1.7 -0.2 0.1 -0.75
C -2.734 -0.254 -0.517 0.8 -0.6 -1.2 -1.75
C -1.478 0.126 0.391 -2.4 0.7 1.6 1.77
C -1.114 -1.068 1.354 1.1 -1.4 0.0 -1.39
I -2.356 -1.244 3.148 0.3 0.4 -1.0 -0.08
C -0.124 -1.995 1.206 -1.0 0.9 -0.6 0.08
C 0.776 -1.974 -0.056 0.7 -0.3 0.9 -0.24
I 0.230 -3.515 2.728 0.4 0.7 -1.1 -0.01
O -2.136 1.002 1.343 1.3 -0.4 0.4 -0.72
B -2.095 2.401 0.891 -1.0 -0.5 -1.3 1.30
C -2.251 3.624 1.955 1.0 0.1 0.6 -1.03
C -1.243 3.671 3.166 -0.8 1.1 1.3 0.70
N -0.057 4.552 2.930 -0.6 -0.5 0.7 -0.67
N -0.784 2.360 3.684 0.5 0.0 -0.6 -0.35
N -1.998 4.340 4.309 -0.5 -0.9 0.0 -0.81
O -0.974 2.372 -0.063 1.5 0.3 0.3 -0.99
C -0.327 1.066 -0.251 -1.6 1.6 -0.5 1.14
C -0.178 1.113 -1.840 1.0 -0.5 0.1 -1.37
C 1.161 0.509 -2.408 0.2 0.1 -1.3 0.34
C 2.148 1.601 -3.011 -0.6 -0.8 -1.2 -0.48
C 3.529 0.939 -3.390 -0.8 0.2 0.9 -1.05
N 4.253 0.690 -2.116 1.1 -0.1 0.2 0.38
C 4.940 1.675 -1.396 0.5 -2.5 1.8 -0.60
C 5.479 0.990 -0.242 -0.2 -0.1 -0.3 -0.45
C 5.122 -0.456 -0.244 -1.2 2.9 -3.4 -0.57
C 4.364 -0.541 -1.487 0.9 -0.5 1.9 -0.20
B 1.011 1.358 0.610 0.3 0.4 -0.1 1.81
O 1.380 0.703 1.798 -0.4 0.9 -0.3 -0.78
O 1.915 2.352 0.127 -0.2 -2.1 0.1 -0.95
H -1.560 -5.642 1.166 0.6 -0.4 -1.0 0.13
H -0.755 -6.832 0.021 -0.4 0.8 0.0 0.33
H -0.360 -5.026 0.002 -0.6 -1.0 0.0 -0.01
H -2.279 -6.206 -1.727 -0.5 0.6 0.9 0.30
H -3.313 -5.565 -0.310 0.7 0.1 -0.9 0.34
H -1.094 -3.711 -1.596 -0.8 -0.5 0.3 0.23
H -2.535 -4.113 -2.593 0.4 0.3 1.0 0.32
H -3.003 -2.879 0.265 0.3 -0.1 -0.9 0.21
H -4.085 -3.061 -1.176 1.0 0.2 0.6 0.38
H -1.538 -1.562 -1.973 -0.7 0.1 0.7 0.37
H -3.274 -1.323 -2.338 0.9 -0.1 0.6 0.46
H -3.600 -0.435 0.177 1.0 0.1 -0.6 0.47
H -3.042 0.612 -1.169 0.6 -0.5 1.0 0.34
H 1.131 -3.002 -0.357 -0.6 1.0 0.2 0.55
H 0.254 -1.462 -0.895 0.4 -0.5 0.7 -0.56
H 1.713 -1.397 0.198 -0.9 -0.5 -0.3 0.22
H -3.089 2.515 0.172 -0.6 0.5 -0.3 -0.53
H -2.128 4.594 1.394 -0.2 -0.9 0.5 0.05
H -3.318 3.604 2.325 1.1 0.0 -0.1 0.15
H -0.431 5.508 3.013 0.2 -0.5 -0.4 0.35
H 0.483 4.447 3.804 0.0 0.1 -0.6 0.33
H -1.260 2.097 4.546 0.3 0.1 -0.5 0.18
H 0.229 2.325 3.804 -0.4 0.1 0.1 0.24
H -1.437 4.271 5.172 0.0 0.1 -0.5 0.28
H -2.785 3.697 4.488 0.1 0.6 -0.1 0.32
H -0.194 2.200 -2.135 0.0 -1.1 0.6 0.63
H -1.035 0.640 -2.380 0.5 0.3 0.7 0.21
H 0.879 -0.126 -3.306 0.4 0.4 0.9 0.31
H 1.724 -0.175 -1.728 -0.6 0.8 -0.3 -0.63
H 2.235 2.510 -2.370 0.2 -0.9 -0.3 0.32
H 1.691 1.928 -3.996 0.4 -0.1 1.0 0.36
H 4.112 1.581 -4.096 -0.2 -0.5 0.8 0.37
H 3.385 -0.058 -3.880 0.0 0.9 0.4 0.35
H 5.014 2.734 -1.716 -0.2 -1.1 0.3 0.32
H 6.103 1.473 0.550 -0.7 -0.4 -0.9 0.34
H 5.354 -1.268 0.469 -0.2 0.8 -0.7 0.39
H 3.899 -1.470 -1.885 0.3 1.1 0.1 0.38
H 0.649 0.650 2.440 0.0 -0.3 -0.5 0.06
H 2.804 1.958 0.259 -0.3 0.7 0.2 0.16